Record 1
{
  "formula": "C29H31N4O2RhS4Si2",
  "method": "ωB97M-V/def2-TZVPD",
  "relative_energy_kj_mol": 0.0,
  "gap_ev": 6.011,
  "charge": -2,
  "symbols": ["H", "C", "H", "C", "H", "H", "H", "H", "H", "H", "H", "C", "H", "H", "S", "H", "S", "H", "C", "H", "O", "C", "H", "C", "C", "C", "O", "H", "C", "H", "H", "H", "H", "H", "H", "S", "H", "H", "H", "C", "C", "N", "C", "C", "Rh", "Si", "H", "C", "C", "H", "N", "C", "N", "C", "C", "C", "H", "S", "C", "Si", "N", "C", "C", "C", "H", "H", "C", "C", "C", "C", "H", "C", "C"],
  "xyz": [[3.4953, -2.1825, -0.3257], [1.9529, -5.5531, 1.3058], [-5.9828, -2.7512, 0.9457], [-4.5994, -2.0877, 3.9717], [1.9279, 2.8812, 2.9308], [-2.6230, -1.2887, 4.2605], [0.0377, -3.2701, -0.3188], [-0.0681, 3.8593, -0.4005], [5.0365, 5.2305, -0.2987], [2.6126, -2.7103, 3.0323], [-3.1423, 3.5853, -3.4295], [-5.2580, -2.4348, 1.6800], [-4.6148, 2.9626, -1.8952], [2.3170, 0.2705, -3.5897], [0.8797, -1.1030, 1.5359], [-4.8234, -2.1447, 5.0304], [-3.4342, -1.3015, -2.5174], [2.9346, 4.5908, 0.8209], [2.4985, -4.7155, 2.2713], [-4.4296, 1.2908, -1.3230], [1.1355, 2.2981, -3.2015], [-0.0274, 2.2562, -2.8149], [3.8387, -0.5887, -3.2214], [5.2316, 3.3561, -1.3369], [-2.3297, 3.0223, -2.9869], [-2.0192, -1.7663, -1.5739], [-1.9849, 0.8775, -0.2419], [-0.9811, 3.1705, 0.9560], [1.6057, 1.8979, 2.5691], [2.2142, -6.6050, 1.2766], [5.1659, 1.4182, -2.2415], [0.7232, 1.5898, 3.1358], [0.3548, 4.2904, 1.2653], [2.3929, 1.1699, 2.7682], [2.2901, -1.4393, -3.1254], [-0.4405, -1.6633, -2.2129], [4.8111, -1.0448, -0.6869], [-0.8178, 3.6241, -4.3390], [-6.4976, -2.8859, 3.3633], [1.2790, -2.8177, 1.3637], [3.8147, -1.1412, -0.2390], [-2.6586, 2.2828, -1.8869], [-4.4494, -1.4189, -1.1205], [3.4758, 1.7328, -0.9441], [0.4793, 0.1381, -0.4030], [1.2289, 2.0085, 0.7111], [3.1948, -5.1098, 3.0042], [-3.9902, 2.2880, -1.3104], [4.6039, 4.2505, -0.4743], [-3.9522, 2.6270, -0.2750], [-0.4283, 1.4889, -1.7517], [0.0135, 3.4747, 0.6185], [-3.6809, -1.8651, -0.1132], [2.1703, -3.3684, 2.2932], [-1.6824, 1.5182, -1.2587], [-3.0738, -1.5283, 2.1917], [-2.1112, -1.1726, 1.8447], [-6.0724, -0.9761, -1.1178], [-1.0817, 3.0376, -3.4723], [2.6322, 0.0374, -1.1369], [-2.3398, -2.0842, -0.3615], [1.0695, -5.0170, 0.3766], [4.6704, 2.1071, -1.5625], [0.7284, -3.6725, 0.4069], [6.1540, 3.6393, -1.8342], [0.6315, -5.6536, -0.3846], [2.8439, 2.6329, -0.0749], [-5.5382, -2.5016, 3.0379], [-4.0293, -1.9404, 1.2672], [3.4207, 3.8843, 0.1525], [3.8823, -0.9011, 0.8235], [-3.3689, -1.6059, 3.5428], [2.7819, -0.4792, -2.9508]],
  "forces_ev_per_a": [[-0.02, 0.00, 0.00], [0.01, -0.01, 0.01], [0.01, 0.00, 0.01], [0.00, 0.01, 0.00], [0.01, 0.00, 0.00], [0.00, 0.00, 0.00], [0.01, -0.01, 0.02], [-0.01, 0.01, 0.00], [0.00, 0.00, 0.00], [0.00, 0.00, 0.00], [0.00, 0.00, 0.00], [0.00, -0.01, -0.01], [0.00, 0.00, 0.00], [0.01, 0.01, -0.01], [0.11, 0.02, -0.01], [0.00, 0.00, 0.00], [-0.02, 0.11, 0.01], [0.00, 0.00, 0.00], [-0.01, 0.00, -0.02], [0.00, 0.06, 0.00], [0.00, -0.01, 0.01], [0.01, -0.05, -0.08], [0.00, 0.03, -0.01], [-0.02, 0.02, 0.03], [0.01, -0.04, 0.03], [0.01, 0.03, 0.03], [-0.01, -0.02, 0.00], [0.00, -0.01, 0.00], [0.00, 0.02, -0.01], [0.00, 0.00, 0.00], [0.00, 0.00, 0.00], [-0.01, -0.01, 0.00], [0.01, 0.00, -0.01], [0.00, 0.00, 0.00], [0.02, -0.02, 0.03], [0.05, 0.01, -0.08], [0.00, -0.01, 0.01], [0.00, 0.00, 0.00], [0.00, 0.00, 0.00], [-0.03, 0.06, 0.04], [-0.01, 0.00, 0.01], [0.04, 0.05, -0.02], [-0.02, -0.09, 0.00], [0.01, -0.01, 0.01], [-0.13, -0.13, -0.12], [-0.01, 0.04, 0.07], [0.00, 0.00, 0.00], [-0.01, -0.03, 0.00], [0.02, -0.02, -0.02], [0.00, 0.00, 0.00], [0.07, 0.07, 0.10], [0.00, -0.01, 0.00], [0.04, 0.01, -0.03], [0.01, -0.01, 0.01], [-0.04, 0.01, -0.03], [-0.01, -0.02, -0.01], [0.01, 0.01, 0.00], [-0.04, -0.05, -0.02], [0.00, 0.02, 0.01], [-0.02, -0.03, -0.06], [0.01, 0.00, 0.04], [0.01, 0.01, 0.00], [-0.01, 0.00, 0.01], [0.00, -0.02, -0.01], [0.00, 0.00, 0.00], [0.00, 0.00, 0.00], [-0.02, -0.03, -0.01], [0.00, -0.01, 0.00], [0.00, 0.03, 0.04], [0.00, -0.01, -0.01], [0.00, 0.00, 0.02], [0.00, 0.00, 0.00], [-0.05, 0.00, 0.01]],
  "mulliken_charge": [0.302, -0.319, 0.377, -0.353, 0.331, 0.416, -0.009, 0.343, 0.351, 0.361, 0.301, -0.510, 0.329, 0.293, -0.275, 0.363, -0.213, 0.257, -0.583, 0.008, -0.773, -0.034, 0.371, -0.634, -0.171, 0.342, -0.468, 0.233, -1.365, 0.339, 0.284, 0.304, 0.467, 0.297, 0.387, -0.469, 0.354, 0.412, 0.340, 0.184, -1.411, 0.505, 0.219, 0.673, 0.708, 1.083, 0.331, -0.664, -0.541, 0.234, 0.737, -1.464, 0.549, -0.560, -0.227, 0.100, 0.394, -0.439, -1.033, 1.377, -0.587, -0.805, -0.637, -0.065, 0.343, 0.364, -0.199, -0.578, 0.073, -0.618, 0.281, -0.882, -1.433]
}



Record 2
{
  "formula": "C29H32Cl2N5O8P",
  "method": "ωB97M-V/def2-TZVPD",
  "smiles": "CC[C@@H](Cl)[C@@](C#N)([C@@H](C#N)CCCCO)P(O)Cl.O=[N+]([O-])c1ccccc1.O=[N+]([O-])c1ccccc1.O=[N+]([O-])c1ccccc1",
  "gap_ev": 8.957,
  "charge": 0,
  "symbols": ["H", "P", "C", "C", "C", "O", "C", "C", "H", "C", "H", "C", "C", "C", "C", "O", "C", "C", "O", "H", "Cl", "C", "H", "C", "O", "H", "C", "H", "H", "O", "H", "C", "H", "C", "N", "C", "N", "H", "Cl", "H", "H", "C", "N", "C", "H", "C", "H", "C", "O", "C", "C", "H", "H", "H", "C", "C", "H", "H", "O", "C", "N", "H", "C", "C", "H", "H", "H", "O", "H", "N", "H", "H", "H", "H", "H", "H", "H"],
  "xyz": [[2.0912, -0.8169, 1.3232], [-2.2474, 1.2469, 1.3259], [4.7208, 0.7809, -1.3378], [-2.5562, 3.6181, 3.5205], [0.2577, -1.1240, 2.3790], [-2.4003, 5.3510, -3.8537], [-1.7399, 4.4503, 4.5287], [-0.3813, 1.8143, 3.2860], [3.1537, -3.0141, 2.4181], [-2.6769, -1.1054, 3.8440], [-0.0054, -0.2678, 1.7656], [3.5797, 0.1993, -0.8082], [-2.6252, 2.1971, -2.2548], [1.2236, -5.9759, -1.6685], [0.3485, -6.9262, -2.1780], [-1.8051, -2.5518, -2.6749], [-2.1937, 0.8915, -2.4341], [-2.2662, 3.1448, -3.1969], [0.0553, -2.0414, -1.7326], [1.2277, 2.1696, -2.2491], [-4.3699, 1.5497, 3.6151], [-0.8735, -6.5405, -2.7194], [0.5626, -0.3330, 4.3570], [2.1647, -2.8080, 2.0019], [6.8612, 2.0077, -2.4550], [-3.5624, 4.0304, 3.4448], [-1.5509, -0.1715, 3.9905], [1.4464, -3.4828, 2.4837], [-0.4798, 1.2618, -5.3346], [-3.3382, 4.7947, -1.9959], [3.6732, -0.6470, -0.1411], [2.3247, 0.6985, -1.1349], [-3.2274, 2.4765, -1.4014], [0.8813, -4.6345, -1.6994], [5.7860, 2.4888, -2.7532], [-0.1970, -0.9019, 3.8156], [-0.7239, -2.8541, -2.2138], [-0.7603, 2.1197, 0.0190], [-2.6206, -0.7074, 0.8414], [-2.1815, -4.8843, -3.1498], [-2.4464, 0.1389, -1.7016], [-1.0795, 1.5238, -4.4734], [0.6521, 2.2916, 3.3991], [1.7780, -1.3490, 2.2234], [1.6154, -2.5045, 0.1494], [-2.7034, 2.1360, 3.9111], [-1.5762, 0.1190, 5.0491], [-1.4187, 0.5550, -3.5375], [-0.7521, 1.4089, 0.6757], [3.3386, 2.3732, -2.5332], [2.2062, 1.7827, -1.9951], [-1.0817, -0.4662, -3.6625], [3.2683, 3.2164, -3.2038], [-0.2949, -1.8591, 4.3371], [4.5755, 1.8589, -2.1911], [-0.3429, -4.2777, -2.2275], [-0.7491, 4.6865, 4.1396], [-2.5380, 2.0326, 4.9843], [2.2364, -3.0946, 0.6042], [-1.2327, -5.2033, -2.7451], [-2.7048, 4.5406, -3.0020], [-1.5519, -7.2833, -3.1160], [-1.7003, 1.1798, 3.1895], [-1.5047, 2.8338, -4.3081], [-2.1232, 3.7012, 2.5199], [1.4315, 0.2472, -0.7199], [5.7048, 0.4085, -1.0957], [5.6342, 3.4505, -3.4805], [-1.5951, 3.9169, 5.4699], [-3.5616, -1.8237, 3.7443], [-1.2500, 3.6016, -5.0233], [0.6181, -7.9740, -2.1534], [2.3417, -0.8928, 3.0409], [-2.2453, 5.3925, 4.7416], [1.5442, -3.8845, -1.3175], [2.1738, -6.2734, -1.2466], [-0.2419, -2.0133, 1.9820]],
  "forces_ev_per_a": [[0.16, 0.09, 0.10], [0.16, 0.11, 0.06], [-0.01, -0.06, 0.04], [-0.23, 0.04, 0.15], [0.40, -0.25, 0.00], [-0.04, -0.05, 0.07], [0.16, -0.02, -0.22], [-0.59, -0.20, -0.11], [-0.06, -0.06, -0.10], [0.22, 0.50, -0.21], [-0.04, -0.16, 0.04], [-0.04, 0.02, -0.03], [0.03, -0.08, 0.06], [-0.05, -0.07, -0.07], [-0.01, 0.04, 0.00], [-0.01, -0.03, -0.02], [0.10, -0.01, 0.00], [0.03, 0.04, -0.01], [-0.08, -0.27, -0.03], [-0.02, -0.01, -0.04], [-0.02, -0.03, -0.01], [0.06, 0.01, 0.03], [-0.09, 0.08, -0.07], [0.19, 0.20, 0.07], [-0.07, 0.04, -0.02], [0.06, -0.05, -0.01], [0.03, -0.07, 0.09], [0.04, 0.02, 0.00], [0.00, 0.00, 0.00], [0.04, 0.00, -0.04], [0.02, -0.03, -0.03], [0.02, 0.00, 0.01], [-0.04, 0.06, -0.03], [-0.03, -0.09, -0.10], [0.04, 0.02, -0.03], [0.00, -0.13, 0.11], [0.08, 0.12, 0.13], [0.04, -0.13, -0.04], [-0.09, -0.01, 0.04], [0.01, 0.04, 0.02], [-0.02, -0.07, -0.08], [-0.03, -0.01, 0.07], [0.51, 0.28, 0.06], [-0.28, 0.07, 0.02], [0.06, -0.20, 0.12], [0.30, 0.05, -0.03], [-0.06, 0.06, -0.11], [0.06, 0.03, -0.08], [-0.12, 0.27, -0.18], [-0.09, 0.05, -0.02], [0.00, -0.04, 0.04], [-0.05, 0.11, 0.03], [0.05, 0.01, 0.00], [0.08, 0.06, 0.00], [-0.01, 0.00, 0.01], [-0.01, 0.07, 0.03], [-0.03, -0.06, 0.06], [-0.11, 0.00, -0.04], [-0.15, 0.11, -0.01], [-0.08, -0.04, -0.02], [0.00, 0.04, -0.02], [0.00, 0.00, 0.00], [0.00, -0.21, 0.26], [0.06, 0.00, -0.07], [-0.04, 0.00, 0.02], [-0.01, -0.01, -0.01], [0.02, 0.04, -0.03], [0.02, -0.07, 0.05], [-0.06, 0.06, 0.01], [-0.21, -0.42, 0.14], [-0.03, 0.04, 0.03], [-0.01, 0.00, 0.00], [-0.10, -0.08, 0.08], [0.03, -0.06, 0.03], [0.15, 0.01, 0.03], [0.00, 0.01, 0.00], [-0.19, 0.24, -0.17]],
  "mulliken_charge": [-0.153, 0.302, -0.723, -0.480, 1.456, -0.618, -1.230, -0.362, 0.359, -0.474, -1.105, -0.144, -0.874, -0.675, -0.433, -0.602, 0.066, 0.178, -0.500, 0.352, -0.121, -0.444, 0.538, -0.618, -0.614, 0.607, 0.620, 0.300, 0.421, -0.614, 0.452, 0.081, 0.679, -0.167, 1.030, -1.650, 1.058, 0.382, -0.292, 0.462, 0.429, -0.627, -0.691, -0.848, 0.308, 0.021, 0.594, -0.389, -0.600, -0.536, -0.331, 0.319, 0.495, 0.495, -0.154, 0.220, 0.348, 0.544, -0.444, -0.454, 1.041, 0.384, 0.769, -0.477, 0.094, 0.240, 0.472, -0.616, 0.293, -0.527, 0.484, 0.384, 0.620, 0.351, 0.407, 0.404, 0.527]
}



Record 3
{
  "formula": "C29H32Co2NO8Si2",
  "method": "ωB97M-V/def2-TZVPD",
  "relative_energy_kj_mol": 16.8,
  "gap_ev": 5.913,
  "charge": -1,
  "symbols": ["O", "C", "C", "C", "Co", "C", "C", "C", "H", "Si", "C", "H", "H", "O", "C", "H", "C", "N", "C", "H", "H", "O", "H", "H", "O", "Si", "H", "C", "C", "H", "C", "H", "H", "H", "O", "H", "C", "Co", "H", "C", "H", "C", "C", "C", "H", "O", "C", "C", "H", "H", "H", "C", "O", "H", "H", "H", "H", "C", "C", "C", "C", "H", "O", "H", "C", "H", "H", "H", "H", "H", "C", "C", "C", "H"],
  "xyz": [[-1.5867, 0.3203, 2.6200], [-0.3716, -2.5992, 1.0277], [-2.4369, -1.8421, 2.3388], [2.1205, -2.5391, -3.7468], [0.9899, 2.4298, -1.4410], [2.6089, -1.3213, 1.2370], [2.0053, -2.6286, -2.3312], [3.1069, 1.4131, -3.9092], [1.7517, -2.5809, 4.3744], [-1.4576, 1.3505, 3.9643], [3.9529, -4.0977, -2.2934], [-3.4032, 2.3262, 2.7799], [4.9148, -4.4356, -4.2106], [3.8525, 3.0277, -1.0554], [0.0899, 1.9672, -0.0147], [-5.5049, -0.4032, 1.9885], [-4.9142, -1.7908, 3.5829], [-0.5562, -0.4406, 2.0773], [2.8448, 1.0637, 3.0204], [0.6475, 2.5415, 4.5077], [2.4512, 1.7573, 2.2629], [-0.6149, 1.8657, 0.8972], [-1.7124, -0.7130, 5.3349], [1.3869, -1.9269, -4.3007], [4.8657, -0.5823, -1.5284], [2.0928, -0.6397, 2.8679], [-3.9376, 1.3151, 4.1375], [-4.7160, -1.0406, 2.4097], [-3.1846, 2.0488, 3.8214], [-0.8934, -3.5123, 0.7336], [0.0828, 3.2078, -2.6959], [-4.1038, -3.3104, 4.9139], [3.2788, -3.0683, -5.4771], [2.5383, -1.2182, 5.2115], [1.3215, 5.1045, -0.3620], [-3.3008, 2.9456, 4.4444], [2.8752, 2.4922, -1.4225], [2.4610, 0.8333, -2.3782], [-5.8640, -1.6872, 4.1323], [-1.1952, 0.2506, 5.4443], [-0.6436, 3.6363, 4.0343], [2.4967, -1.7808, 4.2726], [-3.9278, -2.6743, 4.0383], [2.8799, -3.4887, -1.6353], [-0.1318, 0.0471, 5.6333], [3.5865, 1.7725, -4.8917], [0.6659, 0.7521, -2.2957], [-3.4719, -1.0620, 1.7995], [-1.8952, -3.4068, 3.7068], [2.6610, -2.4210, 1.2369], [3.4806, -2.2316, 4.0888], [1.1067, -1.7429, -1.6158], [0.4080, -0.5114, 3.0963], [1.9701, -0.9855, 0.4115], [0.3652, -2.1036, -0.9080], [3.9265, 0.9288, 2.8537], [-3.2776, -0.4713, 0.9025], [-2.6976, -2.7426, 3.3897], [1.2605, -0.4354, -1.9320], [-1.0910, -1.7235, 1.7926], [1.1843, 4.0221, -0.7552], [3.6306, -0.9886, 0.9893], [-0.6083, 3.7135, -3.4713], [0.6974, -2.4848, 0.9799], [4.1025, -3.9438, -3.6773], [0.2441, 2.7594, 2.7749], [-1.6078, 0.7487, 6.3379], [2.6672, 1.4813, 4.0219], [-0.1551, 0.7525, -3.0269], [2.7155, -3.6097, -0.5663], [3.1776, -3.1734, -4.3941], [3.8989, -0.0325, -1.8469], [-0.1686, 2.6746, 3.7870], [4.6801, -4.6486, -1.7098]],
  "forces_ev_per_a": [[0.36, 0.85, 0.37], [-1.92, 0.46, 2.48], [-1.47, -1.65, -0.44], [0.15, 0.10, 0.70], [-0.99, 2.79, 1.87], [0.56, -0.25, -0.16], [1.11, -1.10, -0.16], [-0.18, 0.58, -0.96], [0.17, 0.22, -0.11], [0.00, -1.14, -1.08], [-0.47, 0.15, -0.19], [0.17, -0.08, 0.26], [-0.07, 0.16, 0.19], [-0.88, 0.15, -0.09], [-1.71, -1.02, 1.95], [0.29, -0.34, 0.34], [-0.27, -0.09, 0.04], [0.81, 1.03, 0.11], [0.12, -0.19, 0.26], [-0.08, -0.03, -0.21], [0.15, -0.24, 0.17], [1.22, 0.65, -2.00], [0.08, 0.29, -0.11], [0.58, -0.31, 0.39], [-0.93, 0.41, -0.38], [-0.68, 0.45, -0.32], [0.16, 0.11, -0.07], [0.11, -0.04, 0.21], [-0.22, 0.21, 0.29], [0.50, 0.11, 0.08], [-1.80, 0.56, -2.30], [-0.04, 0.31, -0.36], [0.01, -0.07, 0.30], [0.02, -0.18, 0.00], [-0.43, -2.04, -0.62], [-0.05, -0.12, -0.08], [2.17, -1.70, -0.46], [4.34, 1.19, -0.86], [0.52, -0.20, -0.33], [-0.10, 0.26, 0.81], [0.13, -0.11, -0.10], [0.38, -0.03, 0.25], [-0.40, 0.07, 0.14], [-0.02, 0.17, -0.77], [-0.29, 0.09, -0.13], [0.04, -0.19, 0.14], [-2.05, -0.92, -0.41], [-0.35, -0.45, 0.05], [-0.23, 0.15, 0.08], [-0.14, 0.30, -0.03], [-0.12, 0.02, 0.19], [-0.51, 0.98, -0.70], [0.69, -0.49, 0.51], [0.19, -0.09, 0.11], [-0.14, 0.10, -0.74], [-0.26, 0.29, 0.10], [-0.04, -0.11, 0.36], [0.22, 0.97, -0.63], [-2.30, -1.38, 0.75], [1.17, -1.28, -1.45], [0.88, 2.62, 0.93], [-0.27, 0.03, 0.15], [0.92, -0.49, 0.92], [-0.25, -0.03, -0.59], [-0.23, 0.13, 0.17], [-0.14, -0.11, 0.41], [0.12, -0.19, -0.06], [0.17, 0.01, -0.29], [0.28, -0.18, 0.32], [0.29, 0.04, -0.18], [-0.15, -0.19, 0.01], [0.92, -0.39, 0.73], [0.16, 0.55, 0.35], [0.00, -0.17, -0.11]],
  "mulliken_charge": [-0.128, -0.922, -0.358, -0.209, 0.309, 0.120, 0.205, 0.140, 0.273, 1.105, -0.698, 0.295, 0.356, -0.572, -0.027, 0.367, -0.347, 0.721, -0.903, 0.256, 0.141, -0.270, 0.213, 0.403, -0.425, 0.632, 0.241, -0.678, -1.224, 0.369, -0.017, 0.364, 0.343, 0.301, -0.406, 0.413, 0.522, -0.508, 0.351, -1.055, 0.412, -1.380, -0.581, -0.258, 0.135, -0.465, -0.864, -0.089, 0.403, 0.195, 0.427, -0.287, -0.576, -0.933, 0.702, 0.465, 0.431, -0.365, 0.491, 0.453, 0.676, 0.529, -0.433, 0.172, -0.452, 0.090, 0.458, 0.223, 0.573, 0.232, -0.602, 0.113, -0.964, 0.374]
}



Number 1: calculated total energy -3775.7371 Eh. Number 2: calculated total energy -3261.4490 Eh. Number 3: calculated total energy -5125.4073 Eh.